# C22H19AsCoN2O7S3

A molecular structure, C22H19AsCoN2O7S3 (wB97M-V/def2-TZVPD, the Open Molecules 2025 dataset).

The value obtained for the orbital gap (spin up / spin down) is 7.498 / 6.564 eV. Its electronic energy is -171408.84781 eV. As for the expectation value of S²: 6.02. The value obtained for the energy above the lowest of the compared OMol25 structures with the same formula, charge and spin is 0.6084 eV.

ORCA input file:
```
! wB97M-V def2-TZVPD RIJCOSX def2/J DEFGRID3
* xyz -1 5
Co 1.17603 1.18429 -0.67283
C -1.74100 -1.48571 -1.89841
C -0.35824 -0.92230 -1.79744
N -0.19387 0.38457 -1.77971
N -1.23076 1.13873 -2.18670
C -1.03670 2.41949 -2.18215
S 0.43040 3.21178 -1.72210
S -2.39246 3.43578 -2.64708
C -3.77406 2.41055 -1.98974
C -3.88283 2.55542 -0.50116
C -4.77360 3.46791 0.05734
C -4.84058 3.63616 1.43223
C -4.00352 2.90679 2.26541
C -3.10510 2.00058 1.71967
C -3.05376 1.82156 0.34511
C 0.80401 -1.74979 -1.74874
C 0.69662 -3.15510 -1.78129
C 1.79972 -3.96882 -1.77743
C 3.08107 -3.40613 -1.75017
C 3.23468 -2.04324 -1.71247
C 2.12382 -1.17895 -1.70041
O 2.32381 0.10942 -1.69102
H -2.45831 -0.72427 -1.60977
H -1.84486 -2.34294 -1.23757
H -1.96635 -1.79291 -2.92346
H -3.54947 1.39268 -2.29597
H -4.66226 2.77458 -2.50437
H -5.41124 4.05654 -0.59358
H -5.54171 4.34656 1.85371
H -4.04593 3.05087 3.33784
H -2.42503 1.43922 2.35012
H -2.33338 1.12465 -0.06471
H -0.28994 -3.59770 -1.81796
H 1.68042 -5.04490 -1.79372
H 3.95253 -4.04953 -1.74554
H 4.21526 -1.58675 -1.68785
O -0.68086 -1.24334 1.27793
As 0.27636 0.15264 2.00959
O -0.51953 0.33479 3.41051
O 0.00178 1.26707 0.75596
C 1.95386 -0.83954 1.90192
C 1.97598 -2.22210 2.02526
C 3.19016 -2.88941 1.98506
C 4.37741 -2.19615 1.79005
C 4.36266 -0.81821 1.64629
C 3.15283 -0.15244 1.71982
S 3.05356 1.62276 1.70465
O 4.32763 2.15678 2.09716
O 1.95548 1.86910 2.63047
O 2.68493 1.99477 0.30963
H -1.56399 -1.15713 1.65590
H 1.04778 -2.75585 2.17443
H 3.21136 -3.96585 2.10187
H 5.31851 -2.73043 1.75157
H 5.27068 -0.24652 1.50385
*
```